[1]
10 unconnected molecules or ions with the total composition C38H93N3O10 at a distorted geometry. Source: the Open Molecules 2025 dataset; level of theory: the ωB97M-V functional and the def2-TZVPD basis.

SMILES string = CC1(C)CCCC(C)(C)N1O.CC1(C)CCCC(C)(C)N1O.CC1(C)CCCC(C)(C)N1O.CCO.CCO.CCO.CCO.CO.CO.CO
HOMO-LUMO gap = 8.62 eV
calculated total energy = -2420.0719 hartree
lowest unoccupied orbital energy = 0.19 eV

Element x y z (Å)
1 C 4.48840 3.22021 0.61977
2 C 3.40371 4.21284 1.10239
3 C 2.75793 3.57218 2.33922
4 C 4.02554 5.53121 1.48042
5 C 4.35766 6.42014 0.29099
6 C 3.17946 6.64061 -0.62764
7 C 2.45644 5.34210 -1.01747
8 C 1.03548 5.69809 -1.43706
9 C 3.18218 4.67777 -2.20780
10 N 2.34501 4.46516 0.13409
11 O 1.66019 3.27534 -0.17078
12 H 5.13475 3.00828 1.47682
13 H 4.06005 2.30110 0.22750
14 H 5.16700 3.66553 -0.11160
15 H 3.39977 3.70533 3.21144
16 H 1.76190 3.96815 2.54560
17 H 2.62885 2.49806 2.19158
18 H 3.35895 6.05853 2.17316
19 H 4.96587 5.43271 2.03175
20 H 4.69400 7.38478 0.68149
21 H 5.21642 6.01201 -0.24828
22 H 3.55734 7.06535 -1.55974
23 H 2.46922 7.34918 -0.19715
24 H 0.54211 4.85957 -1.93256
25 H 1.01427 6.49579 -2.18719
26 H 0.48858 6.05477 -0.56366
27 H 2.58174 3.83870 -2.55857
28 H 4.13763 4.25762 -1.89209
29 H 3.38712 5.40637 -2.98992
30 H 0.73394 3.42028 0.05380
31 C -5.06342 6.30622 0.01538
32 C -3.56232 6.34310 -0.34320
33 C -3.20764 7.84117 -0.46476
34 C -2.69977 5.77711 0.78069
35 C -2.65259 4.22915 0.80408
36 C -2.20253 3.78097 -0.58445
37 C -3.16674 4.22682 -1.65903
38 C -2.59991 3.82256 -3.02590
39 C -4.51963 3.51682 -1.54152
40 N -3.20984 5.68082 -1.60281
41 O -3.96407 6.21019 -2.67755
42 H -5.63767 6.65069 -0.85149
43 H -5.51775 5.34614 0.25829
44 H -5.24975 7.01420 0.82288
45 H -2.12264 7.91761 -0.63775
46 H -3.70332 8.33360 -1.29363
47 H -3.28446 8.30520 0.51910
48 H -1.67214 6.13380 0.61911
49 H -2.99475 6.17181 1.75481
50 H -2.00811 3.89091 1.61249
51 H -3.69648 3.97199 1.01013
52 H -2.06647 2.69527 -0.52438
53 H -1.22587 4.26028 -0.69894
54 H -1.64435 4.32859 -3.21859
55 H -3.25881 4.14219 -3.82908
56 H -2.34772 2.76325 -3.03038
57 H -4.37970 2.46606 -1.81331
58 H -5.24950 3.91068 -2.24953
59 H -4.94850 3.54554 -0.54402
60 H -3.31589 6.72608 -3.16689
61 C -1.42333 -2.60441 0.14543
62 C 0.10584 -2.49319 0.29776
63 C 0.76405 -3.57267 -0.55347
64 C 0.50172 -1.15209 -0.26230
65 C 0.14029 0.04563 0.60909
66 C 0.70273 -0.14404 2.02316
67 C 0.48089 -1.52334 2.66645
68 C 1.63840 -1.75048 3.63142
69 C -0.86731 -1.52007 3.38522
70 N 0.58626 -2.58329 1.66254
71 O 0.26187 -3.84898 2.20472
72 H -1.66751 -2.85740 -0.89044
73 H -1.85596 -3.38969 0.77255
74 H -1.93517 -1.66457 0.35300
75 H 1.78762 -3.68245 -0.18444
76 H 0.37125 -4.58256 -0.40797
77 H 0.73854 -3.28554 -1.60234
78 H 1.60097 -1.04991 -0.26420
79 H 0.24222 -0.99314 -1.30936
80 H 0.65632 0.90847 0.17623
81 H -0.92722 0.28780 0.59214
82 H 0.16234 0.57993 2.64573
83 H 1.72908 0.21795 2.08730
84 H 1.56063 -1.12044 4.51844
85 H 2.58407 -1.58705 3.10977
86 H 1.72217 -2.79722 3.93566
87 H -1.03800 -2.41289 3.99424
88 H -1.68639 -1.42940 2.66735
89 H -0.96725 -0.69945 4.09957
90 H -0.70077 -3.90463 2.13536
91 C -1.35095 -3.46276 -4.44861
92 C -1.36084 -1.95386 -4.45277
93 O -0.20175 -1.49386 -5.12614
94 H -0.41617 -3.83913 -4.02099
95 H -1.34793 -3.83707 -5.47611
96 H -2.17508 -3.90294 -3.88964
97 H -1.32725 -1.60975 -3.40554
98 H -2.27335 -1.59432 -4.94232
99 H -0.26056 -0.52652 -5.10935
100 C 3.21327 -6.77068 3.85602
101 C 3.67044 -5.94540 5.03874
102 O 3.47796 -6.71961 6.22825
103 H 3.70951 -7.74017 3.83470
104 H 3.24149 -6.24794 2.89858
105 H 2.15399 -6.99823 4.01593
106 H 3.08254 -5.04044 5.17550
107 H 4.71591 -5.63254 4.94397
108 H 4.10557 -7.44798 6.22232
109 C -3.14590 -6.13992 -2.50944
110 C -3.66076 -5.61764 -1.18285
111 O -4.04443 -6.69935 -0.31625
112 H -2.89572 -5.29482 -3.16023
113 H -3.94794 -6.64392 -3.05621
114 H -2.30273 -6.81353 -2.38568
115 H -4.53376 -4.99757 -1.39278
116 H -2.87178 -5.10097 -0.64156
117 H -4.92011 -7.00831 -0.56301
118 C -2.11966 -5.81411 3.07470
119 C -1.55675 -6.91736 2.14738
120 O -2.50288 -7.87980 1.76532
121 H -1.43055 -5.72663 3.91017
122 H -3.05559 -6.21250 3.46503
123 H -2.31527 -4.88790 2.53633
124 H -0.77534 -7.38991 2.75105
125 H -0.98853 -6.55542 1.27966
126 H -3.02705 -7.47766 1.05690
127 C 0.55071 1.51213 -2.96438
128 O -0.26073 1.15651 -4.08792
129 H 0.05801 2.03640 -2.14924
130 H 0.94844 0.54519 -2.63801
131 H 1.40576 2.06402 -3.34651
132 H -1.16469 1.01001 -3.79459
133 C 0.60712 -7.65570 -0.96138
134 O 1.46498 -8.13371 -2.01461
135 H 0.78441 -6.59208 -0.79131
136 H -0.43686 -7.86614 -1.19565
137 H 0.89871 -8.21257 -0.07585
138 H 1.18077 -7.72043 -2.83335
139 C 4.29785 -2.34924 0.15597
140 O 5.43956 -3.05514 0.63166
141 H 3.42838 -2.51914 0.80855
142 H 4.51919 -1.28630 0.24962
143 H 3.96804 -2.62054 -0.84777
144 H 5.46076 -3.91025 0.19680

Atomic partial charges in e from the Mulliken method, atoms 1 to 4:
1. C -1.760
2. C 1.545
3. C -1.789
4. C -1.205

[2]
A molecular structure, C38H94MnO20 at a distorted geometry. Source: the Open Molecules 2025 dataset; level of theory: the ωB97M-V functional and the def2-TZVPD basis.

HOMO-LUMO gap (alpha / beta) = 1.82 / 7.09 eV
calculated total energy = -4159.5049 hartree
spin multiplicity = 7
lowest unoccupied orbital energy (alpha / beta) = 2.08 / 2.07 eV
total charge = -1

Element x y z (Å)
1 Mn -2.40332 -0.21436 1.78040
2 O -0.85321 -1.56517 1.25427
3 C 0.06747 -0.73176 0.50345
4 C -0.06777 0.83802 0.63727
5 O -1.34401 1.36284 0.94511
6 H -0.17135 -0.92189 -0.54293
7 H 1.08427 -1.09044 0.66339
8 H 0.39320 1.36592 -0.19756
9 H 0.68403 1.08342 1.38739
10 C 3.64710 -3.27783 -4.88677
11 O 2.28173 -3.00862 -4.56398
12 C 1.94834 -1.59618 -4.50333
13 C 0.58579 -1.38396 -3.91762
14 O -0.28836 -2.39009 -4.57880
15 C -1.64880 -2.28188 -4.16651
16 H 4.28958 -2.53523 -4.41364
17 H 3.81352 -3.17294 -5.95887
18 H 4.01647 -4.25401 -4.57252
19 H 2.03683 -1.13903 -5.48888
20 H 2.58037 -1.02889 -3.82008
21 H 0.25736 -0.35687 -4.07678
22 H 0.55049 -1.58667 -2.84722
23 H -1.77083 -2.72044 -3.17612
24 H -2.18866 -2.86041 -4.91613
25 H -1.91966 -1.22685 -4.20711
26 C 0.76313 -4.06861 -1.67406
27 O 0.34675 -4.58847 -2.90900
28 C -0.92169 -5.31792 -2.65927
29 C -1.48363 -5.91405 -3.91031
30 O -1.32690 -5.07464 -5.05838
31 C -2.13895 -5.54371 -6.08758
32 H 1.67801 -3.51189 -1.87690
33 H 0.98523 -4.85934 -0.95745
34 H 0.12744 -3.33158 -1.18336
35 H -1.65238 -4.61302 -2.26265
36 H -0.70022 -6.12817 -1.96463
37 H -2.52510 -6.19981 -3.76283
38 H -1.02428 -6.87946 -4.12269
39 H -1.91107 -6.49233 -6.57367
40 H -2.17044 -4.86462 -6.93961
41 H -3.18055 -5.65876 -5.78770
42 C 5.24474 1.07171 6.57408
43 O 4.47607 1.25341 5.39339
44 C 4.51981 0.15660 4.43889
45 C 3.68212 0.69555 3.24806
46 O 4.37042 1.76290 2.61883
47 C 3.88945 2.08706 1.34982
48 H 5.01635 0.07148 6.94217
49 H 4.94949 1.79914 7.33023
50 H 6.32827 1.13140 6.47153
51 H 3.99348 -0.70173 4.85643
52 H 5.56595 -0.03910 4.20351
53 H 2.72055 1.03066 3.63686
54 H 3.38242 -0.07955 2.54271
55 H 3.74420 1.15272 0.80758
56 H 4.51823 2.75808 0.76461
57 H 2.87249 2.47145 1.42811
58 C -0.58045 0.37160 4.43850
59 O -1.79259 -0.07961 3.81435
60 C -2.16328 -1.31761 4.50431
61 C -3.48118 -1.85057 4.08395
62 O -3.57175 -1.72252 2.65945
63 C -4.16095 -2.88394 2.10727
64 H -0.72505 0.57827 5.49891
65 H -0.20512 1.22518 3.87401
66 H 0.23676 -0.30055 4.17682
67 H -2.29231 -1.11992 5.56844
68 H -1.46600 -2.13462 4.31887
69 H -4.27513 -1.24382 4.51937
70 H -3.48169 -2.88885 4.41575
71 H -3.43003 -3.69225 2.12948
72 H -4.38606 -2.90849 1.04106
73 H -5.01528 -3.26358 2.66770
74 C 6.27749 -6.79415 -1.29802
75 O 6.38252 -5.65490 -0.44896
76 C 5.92042 -4.34886 -0.95933
77 C 4.39885 -4.16440 -1.20046
78 O 3.66952 -4.43528 0.02921
79 C 3.63306 -3.31100 0.87601
80 H 6.84595 -6.62346 -2.21226
81 H 5.23591 -7.08756 -1.42881
82 H 6.81418 -7.55330 -0.72903
83 H 6.40686 -4.09729 -1.90177
84 H 6.33564 -3.63197 -0.25098
85 H 4.08090 -4.86681 -1.97094
86 H 4.07732 -3.17113 -1.51374
87 H 3.02103 -2.54825 0.39460
88 H 4.55467 -2.79293 1.14123
89 H 3.17287 -3.61995 1.81455
90 C 0.14571 4.95699 -0.23543
91 O -0.90657 5.91296 -0.40810
92 C -2.12507 5.30102 -0.80025
93 C -3.11507 5.03854 0.35420
94 O -3.73730 6.22332 0.73663
95 C -4.55409 6.05585 1.77102
96 H 0.94512 5.45242 0.31556
97 H 0.49897 4.62324 -1.21110
98 H -0.16252 4.12403 0.39645
99 H -1.87080 4.39884 -1.35658
100 H -2.61499 6.01717 -1.45997
101 H -2.59002 4.51937 1.15600
102 H -3.90369 4.35276 0.04457
103 H -5.23937 5.21823 1.64116
104 H -5.14276 6.95089 1.97224
105 H -3.97828 5.87169 2.67801
106 C -0.52775 0.43031 -7.06759
107 O -0.12143 1.33375 -6.09999
108 C 1.14318 1.95903 -6.32559
109 C 1.65196 2.62683 -4.99479
110 O 1.91776 1.66123 -3.95812
111 C 1.74788 2.29609 -2.68180
112 H 0.20047 -0.35130 -7.28411
113 H -0.69092 0.97921 -7.99505
114 H -1.41899 -0.13454 -6.79421
115 H 1.26045 2.62482 -7.18063
116 H 1.82097 1.12908 -6.52529
117 H 0.85582 3.28261 -4.64234
118 H 2.51183 3.28077 -5.14000
119 H 2.23265 1.70830 -1.90230
120 H 0.70860 2.18794 -2.37148
121 H 1.96328 3.35513 -2.53992
122 C -3.22098 -1.27468 -1.15002
123 O -3.75725 -0.65143 -0.00312
124 C -4.42303 0.59270 -0.28133
125 C -5.06643 0.99217 1.02152
126 O -4.07323 0.96087 2.11716
127 C -4.60286 1.60169 3.25968
128 H -2.61411 -2.13875 -0.87943
129 H -2.63016 -0.56161 -1.72496
130 H -4.02005 -1.70993 -1.75013
131 H -5.14428 0.43971 -1.08414
132 H -3.80793 1.40663 -0.66507
133 H -5.89497 0.31105 1.21564
134 H -5.34934 2.03055 0.84875
135 H -5.56929 1.25531 3.62590
136 H -4.76670 2.66650 3.09403
137 H -3.85202 1.50484 4.04388
138 C 1.34831 4.16679 3.43642
139 O 0.36140 4.69012 4.27788
140 C -0.90645 4.84037 3.71025
141 C -2.00599 4.75625 4.76563
142 O -1.88977 5.80445 5.72581
143 C -2.91719 5.89535 6.64671
144 H 1.43781 4.75994 2.52633
145 H 1.27265 3.09681 3.24275
146 H 2.28053 4.16875 4.00127
147 H -1.08327 4.05725 2.97298
148 H -1.00528 5.76814 3.14671
149 H -1.96930 3.81592 5.31566
150 H -3.00831 4.66678 4.34676
151 H -3.08322 5.00536 7.25371
152 H -3.85021 6.04317 6.10291
153 H -2.85115 6.70274 7.37599

Atomic partial charges in e from the Mulliken method, atoms 1 to 4:
1. Mn -2.006
2. O -0.888
3. C 0.724
4. C 0.688

[3]
A molecular structure, C38H95BaN6O13 at a distorted geometry. Source: the Open Molecules 2025 dataset; level of theory: the ωB97M-V functional and the def2-TZVPD basis.

HOMO-LUMO gap = 7.30 eV
calculated total energy = -2836.6156 hartree
lowest unoccupied orbital energy = -2.46 eV
relative energy (zero: lowest compared OMol25 entry of this formula, charge and spin) = 2.6 kcal/mol
total charge = +1

Element x y z (Å)
1 Ba -3.40583 -1.42355 2.74691
2 C -0.58243 0.83837 0.10398
3 C -1.80429 0.02555 -0.29621
4 O -2.83536 0.09770 0.62579
5 H 0.23267 0.67475 -0.61481
6 H -0.18083 0.49531 1.06348
7 H -0.76733 1.91281 0.08431
8 H -1.49799 -1.04017 -0.42431
9 H -2.10469 0.35484 -1.31458
10 C 0.43287 -1.97416 2.67610
11 O -0.86524 -2.56415 2.50323
12 C -0.80176 -3.94876 2.19052
13 C -2.17077 -4.60397 2.30045
14 N -3.15049 -3.89524 1.45894
15 C -4.48860 -4.47224 1.52686
16 C -5.48788 -3.61636 0.74586
17 O -5.48450 -2.28323 1.22864
18 C -6.20437 -1.42372 0.36790
19 H 1.00011 -2.43047 3.49169
20 H 0.22760 -0.93679 2.93037
21 H 1.01540 -2.01392 1.75129
22 H -0.17735 -4.44036 2.95116
23 H -0.29036 -4.11693 1.23658
24 H -2.48051 -4.68490 3.34418
25 H -1.99174 -5.61637 1.90702
26 H -2.73758 -3.89819 0.52927
27 H -4.75521 -4.48976 2.59298
28 H -4.53198 -5.52045 1.20566
29 H -6.44702 -4.11767 0.93189
30 H -5.23407 -3.66084 -0.31814
31 H -6.04459 -0.40583 0.73074
32 H -7.28082 -1.60890 0.36002
33 H -5.77418 -1.43596 -0.63513
34 C -7.27267 -2.05149 3.86588
35 O -6.18199 -1.14581 3.94582
36 C -6.60990 0.20054 4.06132
37 C -5.48080 1.11544 4.47748
38 N -4.39761 1.10967 3.47185
39 C -3.19016 1.89409 3.77862
40 C -2.37964 1.28464 4.92371
41 O -1.92409 -0.02728 4.59117
42 C -1.20380 -0.61301 5.65097
43 H -6.84368 -3.05024 3.81528
44 H -7.88667 -1.84691 2.98877
45 H -7.84277 -2.00033 4.79747
46 H -7.39482 0.26147 4.82579
47 H -7.04445 0.57676 3.12335
48 H -5.10185 0.84838 5.46796
49 H -5.85724 2.14153 4.59640
50 H -4.79081 1.63641 2.68837
51 H -3.37809 2.96227 3.95371
52 H -2.55873 1.91025 2.88336
53 H -2.89118 1.33229 5.88914
54 H -1.49806 1.93686 4.99707
55 H -1.75957 -0.61426 6.59372
56 H -0.24674 -0.10517 5.81304
57 H -0.97251 -1.64466 5.38004
58 C 2.58884 -1.35093 -1.98060
59 O 3.51389 -1.18477 -3.01642
60 C 3.22686 -1.93858 -4.16665
61 C 4.52177 -2.26236 -4.86653
62 N 5.31400 -3.17761 -4.04582
63 C 6.69471 -3.26181 -4.50496
64 C 7.47861 -4.09422 -3.52681
65 O 7.53013 -3.42320 -2.29017
66 C 8.45990 -3.98571 -1.40026
67 H 1.55033 -1.28083 -2.33628
68 H 2.72283 -0.58093 -1.22618
69 H 2.72687 -2.31550 -1.47223
70 H 2.54586 -1.39346 -4.83940
71 H 2.69107 -2.86090 -3.89809
72 H 5.04897 -1.30471 -5.04308
73 H 4.33953 -2.69755 -5.85215
74 H 5.34417 -2.77133 -3.11418
75 H 7.11946 -2.24614 -4.49789
76 H 6.74076 -3.72250 -5.49015
77 H 8.49652 -4.31306 -3.88236
78 H 6.97631 -5.07158 -3.43309
79 H 9.44413 -4.03348 -1.87837
80 H 8.13241 -4.97161 -1.05326
81 H 8.52743 -3.32874 -0.53490
82 C 5.36663 3.83045 -0.00272
83 O 4.12720 3.29456 -0.39077
84 C 3.83625 3.59409 -1.74439
85 C 2.46812 3.03771 -2.09609
86 N 1.77815 3.77078 -3.12436
87 C 2.36110 3.67885 -4.48027
88 C 2.36739 2.25994 -4.97883
89 O 2.66172 2.29084 -6.35501
90 C 2.66391 0.99620 -6.91001
91 H 5.29673 4.91545 0.17722
92 H 6.17797 3.61764 -0.70328
93 H 5.62069 3.44427 0.98892
94 H 4.64884 3.25293 -2.40196
95 H 3.84718 4.69429 -1.86180
96 H 1.89294 2.90874 -1.18080
97 H 2.63402 2.02792 -2.48447
98 H 1.67098 4.75600 -2.91786
99 H 3.37516 4.09956 -4.48594
100 H 1.70032 4.25929 -5.12455
101 H 1.39016 1.78390 -4.81345
102 H 3.13504 1.67282 -4.45276
103 H 3.02058 1.08427 -7.93659
104 H 1.64957 0.58363 -6.95898
105 H 3.36117 0.34800 -6.36734
106 C 5.51536 -1.93731 -0.07923
107 O 4.44683 -1.27259 0.54495
108 C 4.66236 0.10627 0.73103
109 C 3.46707 0.64935 1.48553
110 N 3.57511 0.30034 2.88662
111 C 2.52816 0.85786 3.75739
112 C 2.70158 0.36052 5.16778
113 O 2.68509 -1.04249 5.14837
114 C 2.54048 -1.61740 6.43075
115 H 6.49115 -1.59956 0.29865
116 H 5.56426 -1.81615 -1.16801
117 H 5.43265 -3.00130 0.14553
118 H 4.76096 0.65857 -0.21516
119 H 5.56731 0.31293 1.31892
120 H 2.60155 0.24448 0.93705
121 H 3.49378 1.73678 1.42325
122 H 3.48862 -0.70421 3.01860
123 H 1.52207 0.58696 3.38999
124 H 2.67150 1.94058 3.71212
125 H 1.98652 0.81379 5.87317
126 H 3.66232 0.75048 5.54421
127 H 3.46592 -1.54780 7.01547
128 H 2.41445 -2.69418 6.29748
129 H 1.68305 -1.17107 6.93961
130 C -7.60235 1.39467 -1.51662
131 O -6.39581 2.07431 -1.76308
132 C -5.33206 1.21745 -2.12077
133 C -4.23434 2.09546 -2.68941
134 N -3.56022 2.81343 -1.61840
135 C -2.30620 3.36694 -2.07752
136 C -2.53322 4.53938 -3.00651
137 O -3.40840 5.47188 -2.42168
138 C -3.70766 6.51985 -3.29659
139 H -8.43155 2.07738 -1.67953
140 H -7.62669 0.97244 -0.50357
141 H -7.70670 0.57343 -2.24117
142 H -5.60090 0.47765 -2.88814
143 H -4.97081 0.72482 -1.20963
144 H -4.64916 2.76054 -3.44348
145 H -3.52261 1.38764 -3.16533
146 H -3.36394 2.11647 -0.90054
147 H -1.73305 2.61095 -2.63731
148 H -1.71263 3.69889 -1.22660
149 H -2.92912 4.18027 -3.97293
150 H -1.59217 5.04736 -3.25622
151 H -4.54660 7.08212 -2.88730
152 H -3.99972 6.13701 -4.28252
153 H -2.87250 7.22628 -3.40622

Atomic partial charges in e from the Mulliken method, atoms 1 to 4:
1. Ba 1.049
2. C 0.150
3. C -0.419
4. O 0.024